One molecule with the formula C18H15ClN2O2 at a distorted geometry. Source: the Open Molecules 2025 dataset; level of theory: wB97M-V/def2-TZVPD.

Each line ends with the Mulliken charge.
Cartesian coordinates (Å):
O: -2.655565 -2.835443 3.847153  -0.599
Cl: 5.731404 1.497765 -2.960657  -0.220
N: 0.450626 -3.252233 3.110888  -0.380
O: 0.116023 -4.199779 4.041181  -0.421
C: -1.982531 -2.358183 2.962027  0.246
C: -0.518821 -2.463970 2.705985  0.696
C: 3.448074 0.143009 -2.666861  -0.821
C: 4.104778 1.497481 -0.780675  -0.752
C: 2.278702 -0.229958 -2.022072  -0.221
C: 2.930531 1.126500 -0.087106  -0.367
C: 0.832419 -1.088604 0.977711  -1.291
C: 4.337341 1.011980 -2.043286  0.454
C: -0.331161 -1.445698 1.669854  0.373
C: 2.006200 0.234650 -0.709939  -0.357
C: 0.744666 -0.138043 -0.052504  1.390
C: -1.558223 -0.947939 1.279426  -0.697
C: -0.484229 0.414667 -0.440848  0.053
C: -1.654180 0.012155 0.259891  1.092
N: -2.588938 -1.503279 2.059830  -0.262
C: -0.568087 1.539306 -1.494535  -0.891
C: -2.987374 0.543018 -0.086170  -0.807
C: -2.013938 2.018830 -1.816451  -0.919
C: -2.969085 1.987197 -0.615994  -0.825
H: 0.610607 -5.055220 3.970536  0.352
H: 3.685882 -0.216155 -3.653624  0.405
H: 4.809566 2.161343 -0.286312  0.388
H: 1.526583 -0.863771 -2.512812  0.444
H: 2.719789 1.454998 0.899546  0.522
H: 1.774888 -1.581166 1.248222  0.449
H: -3.431335 -0.992475 2.330114  0.253
H: -0.062109 2.414063 -1.073393  0.354
H: -0.044616 1.242692 -2.433997  0.378
H: -3.591062 0.566960 0.808114  0.297
H: -3.464979 -0.121060 -0.841299  0.285
H: -2.445920 1.381834 -2.593287  0.338
H: -2.032152 3.056431 -2.189901  0.379
H: -2.723459 2.724823 0.167020  0.346
H: -4.000316 2.263272 -0.975775  0.337

Forces on atoms 1 to 2 (eV/Å):
0.6337 -0.5249 0.3214
0.1603 0.0833 0.1822

Output
LUMO energy = -0.478 eV
Strongest force on any atom = 3.29 eV Å⁻¹
Calculated total energy = -1415.06682 Ha
E_HOMO = -8.4 eV